The following is a DFT calculation (ωB97M-V/def2-TZVPD) of a molecular structure, C25H20BBrIN3O6Sr.

```
! wB97M-V def2-TZVPD RIJCOSX def2/J DEFGRID3
* xyz -2 1
Sr -1.14554 0.94807 -0.24697
O 0.01305 8.70213 -0.26388
C -0.83354 7.61691 -0.30949
O -2.00555 7.81728 -0.37191
C -0.14413 6.29726 -0.27462
C 1.23093 6.15137 -0.19245
N 1.48518 4.84096 -0.17222
N 0.37206 4.10165 -0.24439
C -0.63962 4.95513 -0.29991
C -2.06198 4.34699 -0.35482
O -3.00733 5.11941 -0.34592
O -2.04343 3.08326 -0.37511
H 0.92645 8.40914 -0.22046
H 2.04502 6.85876 -0.14234
H 2.37093 4.35515 -0.13278
Br 6.42334 2.52224 -0.28546
C 5.61665 0.89535 0.27428
C 6.41677 -0.01014 0.95346
C 5.85348 -1.17810 1.44704
C 4.50115 -1.43194 1.27742
C 3.70094 -0.53054 0.58474
C 4.26442 0.63917 0.07778
I 2.98924 1.79445 -1.07684
H 7.47048 0.19684 1.07964
H 6.48855 -1.89165 1.95767
H 4.03364 -2.33446 1.64853
H 2.63582 -0.70515 0.39410
C 0.59374 -2.15103 -2.66829
C 1.04735 -2.75977 -1.37488
C 1.56703 -4.03222 -1.34145
C 1.96207 -4.66638 -0.15490
C 1.75011 -3.95376 1.02561
C 1.23403 -2.67355 1.05108
C 0.94407 -2.00524 2.36231
C 0.89718 -1.94333 -0.17106
N 0.51959 -0.69525 -0.18319
H 0.70893 -2.85709 -3.49681
H 1.14987 -1.23489 -2.89850
H -0.45753 -1.84576 -2.61111
H 1.66401 -4.56797 -2.28683
H 2.37608 -5.66741 -0.15306
H 1.98933 -4.42521 1.98122
H 1.34419 -2.59186 3.19671
H -0.13521 -1.87771 2.51637
H 1.35248 -0.98962 2.41184
O -4.25725 -1.08674 -1.30149
B -3.46447 -0.58386 -0.16811
O -4.17784 -1.13797 0.99160
C -5.22526 -1.86372 0.56039
C -6.15747 -2.56373 1.29668
C -7.15771 -3.24365 0.59448
C -7.20665 -3.21168 -0.79348
C -6.25672 -2.49890 -1.53215
C -5.27375 -1.83246 -0.83147
H -6.10851 -2.58377 2.37763
H -7.90407 -3.80714 1.14196
H -7.99094 -3.74986 -1.31262
H -6.28367 -2.46801 -2.61359
*
```

## Properties
HOMO   0.10 eV
Energy above the lowest of the compared OMol25 structures with the same formula, charge and spin   1.508 eV
LUMO level   3.42 eV

Quick look at the natural (NBO) charges, all values in e: 1.72 -0.70 0.78 -0.52 -0.28 -0.05 -0.33 -0.26 0.07 0.76 -0.65 -0.89 0.47 0.19 0.42 0.01 -0.13 -0.26 -0.20 -0.22 -0.15 -0.22 0.18 0.21 0.20 0.25 0.30 -0.63 -0.06 -0.23 -0.41 -0.21 -0.18 -0.62 0.15 -1.31 0.17 0.20 0.20 0.17 0.17 0.17 0.17 0.20 0.20 -0.71 0.28 -0.70 0.24 -0.27 -0.25 -0.25 -0.29 0.30 0.21 0.19 0.19 0.21